# 1
Formula: C4H9N2O2
Source: the Open Molecules 2025 dataset
Level of theory: ωB97M-V with the def2-TZVPD basis set

XYZ file:
```
17
Properties=species:S:1:pos:R:3:forces:R:3
C 0.495 0.491 0.390 0.7541 1.3377 -2.2934
N -0.285 1.608 -0.141 -0.5501 0.9663 -1.5536
C 0.154 1.911 -1.683 0.1093 -2.2141 -0.0820
O 1.205 1.197 -2.051 -0.0010 0.4341 -0.0430
C -0.150 -0.787 -0.204 -1.0720 0.5436 1.6961
N -0.792 -1.590 0.839 0.4540 -1.0367 0.8164
C -0.135 -2.391 1.695 -1.6099 -0.1655 -0.0508
O -0.710 -2.975 2.615 0.7584 0.1110 -0.0432
H 1.471 0.526 -0.144 -0.0558 0.0838 0.5394
H 0.648 0.657 1.450 -0.3390 -0.8697 0.3774
H -0.144 2.554 0.184 0.5454 -0.4167 1.2924
H 0.344 3.015 -1.730 -0.6137 -0.0999 0.0922
H -0.774 1.569 -2.247 0.2981 0.9044 0.2025
H 0.547 -1.357 -0.820 -0.2026 -0.0386 0.1952
H -1.046 -0.500 -0.753 0.6499 0.4004 -0.7363
H -1.742 -1.406 1.158 0.3731 0.1603 -0.4803
H 0.915 -2.521 1.442 0.5018 -0.1004 0.0710
```
Positions in Å, forces in eV/Å.

molecular weight	117.13	g mol⁻¹
lowest unoccupied orbital energy	0.140	hartree
DFT total energy	-11368.3507	eV
total charge	-1

---

# 2
Formula: C4H9N2O2
Source: the Open Molecules 2025 dataset
Level of theory: ωB97M-V with the def2-TZVPD basis set

XYZ file:
```
17
Properties=species:S:1:pos:R:3:forces:R:3
C -0.849 -0.848 0.586 0.6746 -0.6712 -0.5760
C -0.347 0.518 1.037 -1.4006 0.2917 0.1337
C -0.107 1.602 -0.029 1.1374 0.1026 0.1056
N -0.212 1.310 -1.455 -0.4741 -0.1088 -0.1538
N 0.008 -1.514 -0.398 -0.2876 -0.0455 0.0580
C 1.454 -1.592 -0.161 -1.4445 0.5662 0.0508
O 1.756 -1.676 1.041 0.5303 -0.1916 0.1296
O 2.122 -1.519 -1.206 0.5980 -0.1250 -0.1963
H -0.909 -1.496 1.453 -0.0185 -0.0347 0.3442
H -1.852 -0.854 0.147 -0.0941 0.3806 0.0504
H -1.079 0.912 1.761 -0.0823 -0.0065 -0.1599
H 0.516 0.358 1.636 1.0209 -0.2780 0.1762
H -0.731 2.449 0.179 -0.7301 0.4555 0.0423
H 0.896 2.013 0.133 0.0465 -0.1550 -0.1158
H -1.041 0.742 -1.606 0.0925 0.1357 -0.1427
H 0.571 0.763 -1.795 0.0833 -0.0910 0.2696
H -0.195 -1.168 -1.323 0.3484 -0.2251 -0.0159
```
Positions in Å, forces in eV/Å.

molecular weight	117.13	g mol⁻¹
lowest unoccupied orbital energy	0.147	hartree
DFT total energy	-11370.7977	eV
total charge	-1

---

# 3
Formula: C4H9N2O2
Source: the Open Molecules 2025 dataset
Level of theory: ωB97M-V with the def2-TZVPD basis set

XYZ file:
```
17
Properties=species:S:1:pos:R:3:forces:R:3
C 0.174 -0.960 0.041 -0.0884 -0.0204 -0.2701
N -0.493 -1.381 1.253 -0.3180 -0.0943 0.1209
C -0.977 -2.608 1.467 0.2039 -0.5322 0.2542
O -1.451 -3.017 2.518 -0.0535 0.1189 -0.3216
C -0.265 0.418 -0.407 -0.2261 0.2468 0.2899
N 0.694 1.044 -1.301 -0.3315 -0.5110 -0.1154
C 0.673 2.551 -1.065 0.1495 -0.4582 -0.1338
O 0.999 2.924 0.148 0.0856 0.1821 0.3271
H -0.073 -1.661 -0.753 0.0634 -0.3153 0.0181
H 1.247 -1.005 0.183 0.3653 0.1539 0.0690
H -0.571 -0.732 2.022 0.0823 0.0874 -0.0549
H -0.851 -3.273 0.582 -0.1586 0.1810 0.1655
H -0.458 1.048 0.487 0.3079 -0.0971 -0.2250
H -1.234 0.283 -0.908 0.0349 0.1978 -0.0438
H 1.619 0.720 -1.036 0.0952 0.2007 0.1776
H -0.395 2.748 -1.353 0.1221 0.4437 -0.2578
H 1.365 2.899 -1.878 -0.3342 0.2160 0.0001
```
Positions in Å, forces in eV/Å.

molecular weight	117.13	g mol⁻¹
lowest unoccupied orbital energy	0.131	hartree
DFT total energy	-11369.1260	eV
total charge	-1